Molecular formula: C4H9NO
Method: DFT, ωB97M-V/def2-TZVPD

The geometry in ORCA input format:
```
! RIJCOSX wB97M-V def2-TZVPD def2/J DEFGRID3
* xyz 0 1
N -2.39442 0.62155 0.49548
C -1.27210 -0.38113 0.12494
C -0.04830 0.26437 -0.52831
C 1.30393 -0.41231 -0.23271
C 2.53689 0.33807 0.13939
O 3.57959 0.01582 -0.33299
H -3.14076 0.42608 -0.18949
H -2.90554 0.49315 1.42990
H -1.61751 -1.30668 -0.50723
H -0.99435 -0.85148 1.04637
H -0.05947 0.46794 -1.60968
H 0.09979 1.32744 -0.23033
H 1.44644 -1.25566 -0.92325
H 1.04015 -1.08390 0.57644
H 2.42564 1.33674 0.74147
*
```

Computed properties:
E ... -287.74226 hartree
HOMO-LUMO gap ... 10.7 eV
E_LUMO ... 0.96 eV
Structure (SMILES) ... NCCCC=O
ΔE to the lowest compared entry with this formula, charge and spin ... 236.8 kJ/mol